Record 1
{"formula": "C39H54INO5RbS", "method": "ωB97M-V/def2-TZVPD", "total_charge": -1, "e_lumo_ev": [1.399, 1.399], "multiplicity": 1, "orbital_gap_ev": [5.7, 5.7], "homo_energy_ev": [-4.3, -4.3], "de_lowest_kj_mol": 0.0, "species": ["H", "O", "H", "H", "H", "C", "O", "H", "H", "C", "C", "C", "H", "H", "H", "H", "H", "C", "C", "C", "O", "C", "H", "C", "C", "H", "C", "H", "H", "H", "C", "H", "H", "H", "C", "C", "H", "C", "S", "H", "H", "C", "H", "C", "H", "C", "C", "I", "H", "H", "H", "Rb", "O", "H", "C", "H", "C", "C", "H", "H", "H", "C", "C", "C", "N", "H", "C", "H", "H", "H", "H", "H", "H", "C", "H", "H", "H", "H", "H", "H", "C", "C", "C", "H", "C", "H", "C", "C", "C", "C", "H", "H", "H", "H", "C", "H", "C", "H", "C", "O", "H", "C"], "coordinates": [[-1.9062, -3.9547, -0.8753], [-1.3478, -1.6404, 3.6952], [-2.0581, 3.7560, 2.3984], [4.5435, 2.5748, -1.1317], [2.6455, 0.0229, -0.9165], [0.2375, 3.3919, 3.9248], [-1.4865, -1.7708, -0.9942], [-4.3788, 1.9061, -2.7653], [-2.8430, 1.1372, -3.1731], [1.5136, 4.0534, 0.6503], [-2.2094, -4.8615, 7.1219], [-0.5354, -2.9324, 6.0411], [-6.2585, 1.6740, -1.4498], [1.9348, 5.0180, 0.8940], [1.8602, 5.4330, 3.1040], [-2.8628, -5.6138, 7.5441], [3.8783, -1.0577, -4.3472], [-1.4495, 4.6419, 2.5414], [0.5595, 1.4972, 0.0045], [-2.5592, -4.2059, 5.9544], [-3.2236, -2.8551, 3.6037], [-6.4765, 0.7967, -0.8368], [3.5468, 4.2802, -3.5292], [0.0383, 4.2901, 2.6942], [-4.0043, -0.0252, -1.8116], [-2.3735, -4.1082, -3.9536], [-1.7276, -3.2344, 5.4032], [5.2720, -2.1158, -4.0931], [-0.6030, -5.7604, -3.7846], [4.5124, 0.1994, -2.2090], [0.7929, 5.5965, 2.9459], [0.7635, -3.3407, 7.7028], [-6.9847, -0.5566, -2.4667], [3.9973, -4.0925, -2.1056], [3.0287, 4.1039, -1.4346], [-1.0099, -4.5429, 7.7458], [1.9465, 5.9992, -1.5358], [1.6096, -2.7797, -2.4788], [-4.9206, 0.1012, -0.2704], [5.5854, -3.3452, -1.9451], [-1.7840, 5.1664, 3.4393], [1.5435, 2.1614, -0.8178], [-3.0572, 1.8885, -1.5888], [3.9983, -1.9194, -2.3480], [-6.9319, 1.1653, 0.0855], [-1.7132, -3.3194, -3.5822], [-7.3949, -0.1914, -1.5263], [-0.4722, -5.5186, 9.4956], [-3.1413, -0.6525, -1.5771], [-1.2451, -2.8433, -4.4468], [-0.3007, 2.4530, 3.8286], [-2.3133, -0.5699, 1.5798], [-1.0106, 1.8087, 1.7620], [3.6689, -2.8082, -4.3125], [0.5477, 3.5637, 1.4573], [-1.5981, 5.3119, 1.6915], [4.2123, -1.9766, -3.8638], [1.9899, -0.7309, -1.3277], [1.8190, 4.0256, -3.2410], [0.6758, 6.3068, 2.1249], [4.3949, -3.2104, -0.6377], [-0.2819, -1.7436, -1.3392], [-0.6446, -3.9232, -2.6588], [-2.1374, -2.5150, 4.1172], [0.0768, 0.3013, -0.2064], [-8.3407, 0.2995, -1.7555], [2.8209, 3.7474, -2.9124], [-0.1209, 3.9099, 4.8175], [4.7351, -0.6927, -0.7050], [5.8778, -0.8999, -2.0327], [0.3921, 6.0685, 3.8450], [3.2367, 5.9980, -0.3376], [0.8719, -5.4836, -2.8652], [2.9506, 5.6302, -1.3221], [-4.6287, -0.5901, -2.5076], [1.8463, 1.6613, -1.7259], [0.0967, -2.1736, 5.5983], [2.9516, 2.6842, -3.1077], [-0.5719, -5.1123, -0.8390], [4.6237, 3.8872, 0.0372], [-1.3167, -4.6368, -1.4802], [4.8221, -0.7602, -1.7900], [1.9984, 3.4026, -0.5492], [-3.4792, -4.4160, 5.4261], [0.6080, -0.6570, -0.9877], [-2.3105, -2.5807, -3.0580], [0.1030, -4.9912, -3.4636], [0.2858, -2.8148, -2.1780], [4.4300, 3.6521, -1.0105], [2.5143, -1.7617, -2.0389], [-7.6071, -1.0526, -0.8935], [1.2971, 3.1719, 4.0716], [0.5798, -4.5844, -4.3575], [5.1917, 4.1508, -1.6145], [-0.0605, 2.2516, 1.1168], [-1.9645, -5.4271, -1.8692], [-0.1692, -3.5812, 7.2096], [3.6363, 6.0797, -2.0430], [-3.5548, 1.3127, -2.3664], [-4.2495, 1.1972, 0.5117], [2.0333, -3.5793, -3.0715], [4.5233, -3.2196, -1.7200]], "forces_ev_per_a": [[0.009, -0.005, -0.035], [0.519, -0.193, 0.674], [-0.034, -0.066, 0.000], [-0.014, -0.053, -0.025], [-0.018, -0.057, 0.039], [0.001, 0.026, 0.100], [0.066, 0.224, -0.002], [-0.020, -0.001, 0.008], [0.013, 0.023, -0.014], [0.061, 0.079, 0.017], [-0.031, -0.112, 0.121], [0.036, 0.109, -0.100], [0.036, -0.054, -0.023], [0.021, 0.009, 0.008], [0.045, -0.047, 0.008], [0.011, -0.009, 0.018], [-0.043, 0.046, 0.033], [0.044, 0.088, -0.010], [0.159, 0.358, -0.081], [0.109, 0.214, -0.197], [-0.032, 0.011, -0.016], [-0.138, 0.371, -0.015], [0.030, 0.034, -0.009], [0.049, 0.002, 0.030], [-0.095, -0.050, -0.294], [-0.027, -0.010, 0.024], [-0.179, -0.170, 0.058], [0.032, 0.004, 0.006], [-0.021, 0.023, -0.002], [-0.045, 0.006, -0.051], [0.018, 0.049, -0.005], [0.009, 0.011, -0.007], [0.068, -0.010, -0.031], [-0.038, -0.032, -0.033], [-0.062, -0.052, -0.087], [-0.182, 0.163, -0.383], [-0.055, -0.024, -0.025], [0.126, 0.036, -0.070], [0.216, 0.182, 0.310], [0.032, -0.005, 0.019], [-0.053, -0.006, 0.038], [-0.017, 0.040, -0.121], [0.027, 0.025, 0.035], [0.006, 0.044, 0.131], [0.073, -0.048, 0.005], [-0.010, -0.069, -0.085], [-0.070, -0.057, -0.106], [0.089, -0.167, 0.299], [0.034, -0.004, 0.113], [0.030, 0.022, -0.011], [-0.010, 0.017, -0.006], [-0.047, -0.192, -0.343], [0.209, 0.109, -0.100], [-0.036, -0.016, -0.025], [-0.084, -0.278, -0.139], [0.009, 0.000, -0.042], [0.065, -0.060, -0.088], [0.229, 0.049, 0.014], [-0.032, 0.019, -0.007], [-0.033, 0.000, -0.048], [-0.004, 0.045, 0.044], [-0.208, -0.421, -0.234], [0.099, -0.042, -0.138], [-0.140, -0.024, -0.058], [-0.216, -0.248, 0.030], [-0.043, -0.031, -0.006], [-0.010, -0.022, 0.026], [-0.023, 0.014, 0.028], [0.003, -0.022, 0.042], [0.003, -0.033, -0.010], [0.006, -0.008, 0.017], [0.041, -0.031, 0.052], [0.019, 0.002, 0.042], [0.001, 0.065, -0.020], [-0.051, -0.022, -0.028], [-0.053, 0.008, 0.001], [0.013, 0.000, 0.005], [0.025, -0.055, 0.025], [0.057, 0.029, 0.013], [-0.041, 0.028, 0.047], [-0.042, -0.136, 0.043], [0.039, 0.067, 0.021], [-0.076, 0.089, 0.167], [-0.052, -0.070, 0.057], [0.123, 0.090, 0.105], [-0.046, 0.063, 0.075], [0.047, -0.032, 0.008], [-0.160, 0.211, 0.269], [0.103, 0.014, 0.022], [-0.147, -0.091, -0.042], [0.026, -0.013, 0.033], [0.036, -0.001, -0.024], [-0.017, 0.056, -0.033], [0.047, 0.012, -0.029], [-0.062, 0.231, 0.158], [-0.058, -0.015, 0.022], [0.130, -0.026, 0.156], [0.009, 0.012, -0.019], [-0.005, 0.021, -0.040], [-0.414, -0.170, -0.210], [-0.040, -0.081, -0.027], [0.025, -0.006, -0.066]]}



Record 2
{"formula": "C39H54N2O2P2V", "method": "ωB97M-V/def2-TZVPD", "total_charge": 1, "e_lumo_ev": [-3.953, -5.481], "multiplicity": 3, "orbital_gap_ev": [5.6, 3.6], "homo_energy_ev": [-9.6, -9.1], "species": ["P", "C", "N", "H", "C", "H", "H", "H", "C", "C", "C", "H", "H", "C", "C", "H", "H", "H", "C", "H", "H", "H", "V", "C", "H", "H", "H", "H", "H", "H", "H", "C", "H", "C", "H", "C", "H", "O", "N", "H", "C", "C", "C", "H", "H", "C", "C", "H", "C", "C", "H", "C", "C", "H", "C", "C", "H", "H", "H", "C", "H", "C", "H", "C", "H", "C", "H", "O", "C", "H", "C", "H", "H", "H", "H", "C", "H", "C", "C", "C", "P", "H", "H", "C", "H", "H", "H", "C", "C", "H", "H", "C", "H", "C", "H", "H", "H", "H", "H", "C"], "coordinates": [[-1.5411, -0.0210, -0.8723], [-1.8485, 3.9620, 5.0851], [-1.2808, 0.9275, 1.4964], [-3.8836, -0.5311, -1.1335], [-4.4807, 3.4195, 4.2812], [0.9634, -4.6093, -1.5293], [-3.4708, 1.2223, -1.4014], [3.6046, -2.6631, 2.0997], [-2.0899, 3.1367, 3.9811], [-0.9596, 2.5783, 3.1492], [-1.3495, -1.6026, -1.8437], [0.7598, 2.3909, -1.2426], [-0.0650, 1.4958, 5.4328], [-1.3264, -4.3524, 0.0204], [2.7548, 3.3619, 3.5300], [2.2396, 1.5240, 6.3585], [-0.2990, 0.3886, -3.2019], [-1.5970, -5.1825, 0.6745], [1.6782, -0.4752, -4.5816], [-1.5169, -2.6757, -6.4956], [-3.1565, -0.0235, -2.6903], [2.6546, -4.5040, -0.7111], [0.2417, -1.0361, -3.6494], [0.4373, 2.6807, 3.7369], [0.7565, -2.1427, -6.7656], [3.7502, -2.7449, 0.3391], [0.3117, -1.0284, 3.8417], [-1.9619, 0.5073, -4.3893], [-5.4903, 3.1717, 3.9336], [-2.5213, -1.7473, -4.3702], [1.2001, 3.8913, 2.1030], [-1.0248, -2.6302, -5.5338], [3.6800, 0.4684, -2.2101], [2.0464, 2.0464, 5.4280], [-0.9332, -2.2946, -1.1282], [-0.3866, 0.8473, -2.1514], [0.8213, -3.6923, -5.9384], [-1.7381, 2.4474, -0.2498], [-0.9901, 3.1424, 1.8243], [-5.0959, 4.6420, 5.9351], [0.8328, -2.1162, 2.0893], [-1.4944, -1.5678, -4.6537], [-3.4023, 2.8742, 3.5752], [-0.9883, -4.7814, -0.9339], [1.7875, -0.4739, 3.0293], [-2.9269, 4.4938, 5.7963], [-3.1957, 0.1826, -1.6216], [-1.1262, -1.8509, -3.0489], [1.0884, -3.3258, 0.1329], [0.7433, 2.0307, 4.9314], [2.6884, -0.2797, -4.2735], [-0.4224, -2.6914, 1.7868], [-1.1941, -0.1507, -4.7836], [1.5311, 1.6649, -2.6774], [-1.2005, 1.0676, 2.8433], [1.7194, -3.9888, -1.0238], [1.8349, -1.9681, 4.0226], [-2.5192, -2.8404, 1.9410], [-3.5714, 2.2211, 2.7095], [0.9491, 1.4500, -1.7647], [-0.7875, 1.4246, -6.1210], [-1.3420, 2.1644, 0.9050], [2.2056, 2.4888, 0.5073], [1.7718, -2.5333, 1.1109], [-1.2601, -3.5826, -5.0571], [-1.6544, -2.6401, 2.5947], [2.0264, -3.2761, -1.8021], [-1.3670, 0.2284, 3.7269], [-0.2538, -3.5204, 0.6383], [3.4681, -1.1622, 1.1487], [3.2233, -0.3285, -1.6074], [3.5384, 3.8661, 2.9568], [-1.6956, -3.3516, 3.4386], [-2.2333, -3.7456, -0.1257], [-1.3013, 4.0762, 1.6095], [0.5293, -2.6265, -5.7816], [-0.8289, 4.1851, 5.3925], [3.0556, 2.7033, 4.7250], [3.2218, -2.2422, 1.1581], [1.1014, 0.6471, -5.4150], [1.8660, 0.3268, -0.5471], [2.9149, -1.1557, -2.2920], [-1.7699, -1.6240, 3.0061], [-0.3919, 0.4271, -5.8664], [3.9627, -0.7625, -0.9184], [1.7919, 0.6418, -6.2734], [-2.3352, -1.9993, -2.0920], [1.2107, -1.3805, 3.3094], [2.8159, 1.5882, 0.3488], [4.0767, 2.6959, 5.1088], [-0.3904, -0.1598, -6.7935], [1.4353, 3.3660, 3.0388], [-2.7463, 5.1135, 6.6778], [-4.2405, 4.2436, 5.3939], [-1.1218, 1.5517, -2.5111], [3.7203, 1.8417, -0.2304], [2.1554, -2.5344, -4.2944], [3.0908, 1.1557, 1.3274], [1.1369, 1.6415, -4.9019], [1.3743, -1.9972, -4.7308]], "forces_ev_per_a": [[1.276, -0.550, -2.663], [-0.393, -0.176, -0.128], [-0.175, 0.251, -1.133], [0.262, 0.401, -0.177], [0.413, -0.122, -0.263], [0.691, -0.380, 0.240], [-0.453, -0.347, -0.268], [0.139, 0.237, -0.137], [-0.146, 0.346, 0.481], [0.518, 0.075, 0.223], [0.187, -1.823, -0.057], [0.080, -0.018, -0.015], [0.370, 0.108, 0.028], [0.229, -0.005, -0.066], [-0.420, -0.044, -0.047], [0.181, 0.099, -0.083], [-0.920, 2.417, 1.698], [-0.060, -0.019, 0.063], [2.025, -0.083, -1.471], [-0.284, 0.213, -0.346], [-0.063, 0.118, 0.085], [-0.777, -0.194, -0.481], [-3.699, -2.653, 5.239], [0.301, 0.266, -0.117], [-0.282, -0.329, 0.683], [-0.046, 0.228, 0.156], [0.539, -0.269, -0.135], [0.123, -0.107, 0.186], [0.349, 0.271, 0.341], [-0.056, 0.020, 0.740], [0.147, -0.313, 0.558], [1.756, -1.315, -0.769], [0.016, -0.183, 0.174], [-0.494, -0.019, -0.185], [0.729, -0.634, -0.391], [-0.328, 0.759, -0.263], [-0.031, 0.778, 0.232], [0.873, -1.176, 0.929], [-0.458, -0.853, -1.655], [0.294, 0.024, -0.001], [-2.109, -0.874, 0.727], [-0.783, 1.730, -0.973], [-0.166, 0.136, 0.347], [-0.295, 0.159, 0.228], [-0.102, -0.337, 0.260], [-0.239, 0.120, 0.011], [-0.395, 1.241, 0.905], [-0.991, -0.058, 1.974], [0.194, 0.579, 2.025], [0.077, -0.006, 0.002], [0.268, -0.088, 0.171], [1.531, 0.217, 0.738], [-1.119, -1.370, -0.176], [-0.073, 0.022, 0.406], [-0.788, -1.079, 1.427], [0.172, -0.010, -0.501], [-0.319, 0.227, -0.574], [0.102, 0.000, 0.352], [-0.060, 0.270, 0.368], [0.024, -0.075, 0.494], [0.120, -0.446, -0.063], [-0.475, 1.552, 0.465], [0.235, -0.369, 0.076], [-0.527, -1.128, -2.551], [-0.061, -0.071, 0.078], [-0.780, 0.488, 0.147], [0.092, 0.154, 0.056], [0.343, 1.442, -1.283], [1.141, 0.639, -0.880], [-0.151, -0.525, 0.136], [0.088, -0.578, -0.314], [-0.250, -0.132, 0.292], [0.142, 0.168, -0.335], [0.160, -0.310, -0.042], [-0.067, 0.082, 0.280], [-0.161, -0.925, -2.248], [-0.228, -0.082, -0.045], [0.031, 0.067, -0.172], [0.334, -0.231, 0.145], [-0.058, 0.265, -1.290], [-0.762, 0.168, -0.779], [0.113, 0.538, 0.594], [-0.109, -0.488, -0.032], [1.620, 1.265, -1.468], [-0.073, 0.204, -0.388], [-0.573, 0.724, -0.191], [-0.264, -0.038, 0.655], [-0.072, 0.859, 0.603], [0.474, 0.081, 0.281], [-0.275, 0.033, -0.130], [-0.217, -0.002, 0.290], [0.582, -0.029, 0.244], [-0.015, -0.166, -0.329], [0.011, -0.546, -0.435], [0.087, 1.080, 0.074], [-0.262, 0.085, 0.386], [1.363, -0.912, 0.383], [0.048, 0.463, -0.341], [0.385, -0.912, -0.213], [0.671, 1.729, -1.073]]}



no.,energy (eV)
1,-72642.0646
2,-92642.9762